C23H49B3Cl20FO5PS | ωB97M-V/def2-TZVPD

Geometry as XYZ:
```
103
Properties=species:S:1:pos:R:3:forces:R:3
C -0.51861 1.67513 -0.14896 0.2 0.0 -0.3
P 0.66936 0.46586 0.55442 -0.5 -1.0 0.5
C 1.82322 -0.00771 -0.78757 0.4 0.4 0.2
B 1.68775 1.36757 1.91471 1.2 0.3 -0.3
O 1.97291 0.71349 3.10849 -1.1 -0.1 -0.1
B 1.53091 1.43643 4.19639 0.9 -0.1 0.0
F 0.69948 0.93020 5.07599 0.2 -0.1 0.2
O 1.92334 2.76877 4.27510 -1.2 0.1 0.1
B 1.73607 3.37514 3.06469 1.1 0.1 0.0
S 0.86304 5.05189 3.04126 0.3 0.3 0.3
C 1.22725 5.80131 1.47917 0.2 0.0 -0.1
O -0.54965 4.72870 3.07945 0.0 -0.2 -0.1
O 1.42447 5.89166 4.07399 -0.1 0.0 0.0
O 2.07135 2.73658 1.90393 -1.3 0.0 -0.2
H -0.85588 2.40258 0.58882 0.1 0.0 0.1
H -0.16185 2.19667 -1.03429 0.1 0.0 0.1
H -1.38816 1.08402 -0.43592 0.0 0.0 0.0
H 2.54840 0.75409 -1.06888 -0.1 0.1 -0.1
H 2.36882 -0.88752 -0.45126 0.0 -0.1 -0.1
H 1.23212 -0.28969 -1.65316 0.0 0.0 0.0
H 2.06077 6.48126 1.62964 0.0 0.1 0.0
H 0.32983 6.32155 1.15610 0.0 0.0 0.0
H 1.49443 5.04079 0.75032 -0.1 -0.1 0.0
Cl -1.52942 5.07677 -4.61174 0.1 0.0 -0.1
C -2.39643 4.56576 -3.14338 0.0 0.0 0.0
C -1.88378 5.26710 -1.91335 -0.1 0.1 0.1
Cl -0.23100 4.74274 -1.47537 0.0 0.3 -0.2
H -2.30106 3.48633 -3.05613 0.0 0.0 0.0
H -3.44509 4.81854 -3.28911 0.0 0.0 0.0
H -2.52226 5.02843 -1.06362 0.0 0.0 0.0
H -1.86382 6.34588 -2.05349 0.1 0.0 0.0
Cl 0.80257 -3.05542 -1.90602 -0.1 -0.1 -0.1
C 1.66773 -4.06224 -0.71076 0.0 0.1 0.1
C 2.69114 -4.95909 -1.35477 0.0 0.0 0.1
Cl 1.92246 -6.23396 -2.33265 -0.1 -0.1 -0.1
H 0.92631 -4.63648 -0.16440 0.0 0.0 0.0
H 2.16046 -3.38078 -0.01844 0.0 0.0 0.0
H 3.27379 -5.45863 -0.58311 0.0 0.0 0.0
H 3.36512 -4.40517 -2.00335 0.0 0.0 0.0
Cl -2.16217 9.16238 -1.64042 0.1 0.0 -0.1
C -1.29379 8.67579 -0.16568 0.0 0.0 0.1
C 0.11599 9.20525 -0.11820 0.0 0.0 0.0
Cl 1.15131 8.45347 -1.36190 0.0 0.0 0.0
H -1.29818 7.58799 -0.12583 0.0 0.0 0.0
H -1.85974 9.06125 0.68088 0.0 0.0 0.0
H 0.54913 8.96646 0.85227 0.0 0.0 0.0
H 0.15168 10.28099 -0.26574 0.0 0.0 0.0
Cl 0.75266 -4.57420 2.78069 0.0 0.0 0.0
C -0.80984 -5.44178 2.80254 -0.1 0.0 0.0
C -0.65483 -6.89891 2.45927 0.0 -0.1 -0.1
Cl -0.21287 -7.14419 0.74262 0.0 0.1 0.0
H -1.48003 -4.93651 2.11171 0.0 0.0 0.0
H -1.20526 -5.35042 3.81208 0.0 0.0 0.0
H -1.60090 -7.41254 2.61447 0.0 0.0 0.0
H 0.10836 -7.37340 3.06860 0.0 0.0 0.0
Cl -1.48716 -7.84127 5.40321 -0.1 0.0 0.2
C -0.59787 -8.40114 6.84398 0.0 0.0 0.0
C 0.85219 -7.99328 6.79091 0.0 0.0 0.0
Cl 1.73352 -8.84060 5.49314 0.0 0.0 0.0
H -0.70913 -9.48080 6.89630 0.0 0.0 0.0
H -1.07387 -7.95379 7.71459 0.0 0.0 0.0
H 1.33825 -8.24643 7.73128 0.0 0.0 0.0
H 0.95487 -6.92582 6.61387 0.0 0.0 0.0
Cl -4.73931 9.12907 0.74157 -0.1 0.0 0.1
C -5.71281 10.59331 1.04743 0.0 0.0 0.1
C -6.10102 11.29576 -0.22704 0.0 0.0 0.0
Cl -4.69802 12.03051 -1.04251 0.0 0.0 0.0
H -5.13376 11.24454 1.69645 0.0 0.0 0.0
H -6.60901 10.27273 1.57536 0.0 0.0 0.0
H -6.79576 12.10115 0.00461 0.0 0.0 0.0
H -6.57127 10.61103 -0.92765 0.0 0.0 0.0
Cl 2.62067 0.57488 -4.15998 0.0 0.0 -0.1
C 2.20215 -0.81265 -5.20885 0.1 -0.1 0.0
C 0.89384 -0.60073 -5.92153 0.0 0.0 -0.1
Cl -0.49678 -0.65069 -4.80182 0.0 0.1 0.0
H 2.17796 -1.70163 -4.58288 0.0 0.0 0.1
H 3.00459 -0.90929 -5.93760 0.0 0.0 0.0
H 0.73898 -1.39766 -6.64670 0.0 0.0 0.0
H 0.88375 0.35306 -6.44063 -0.1 0.0 0.1
Cl -4.73427 -9.47048 5.23209 0.0 0.0 0.0
C -5.40314 -7.84175 5.50059 0.0 0.0 0.1
C -5.74224 -7.14169 4.20984 -0.1 0.0 0.0
Cl -4.28961 -6.71670 3.26262 0.0 0.0 0.0
H -4.67236 -7.27685 6.07432 0.0 0.0 0.0
H -6.30767 -7.96079 6.09421 0.0 0.0 0.0
H -6.25945 -6.20921 4.42747 0.0 0.0 0.0
H -6.37396 -7.76008 3.57826 0.0 0.0 0.0
Cl 5.23221 -7.15153 -2.02420 0.2 0.0 0.0
C 4.82281 -8.73625 -2.72520 -0.1 0.0 0.0
C 5.69243 -9.84120 -2.18566 0.0 0.0 0.0
Cl 7.38427 -9.69887 -2.73207 0.0 0.0 0.0
H 4.91203 -8.65120 -3.80477 0.0 0.0 0.0
H 3.78196 -8.93066 -2.47048 0.0 0.0 0.0
H 5.32121 -10.79963 -2.54365 0.0 0.0 0.0
H 5.69596 -9.84477 -1.09910 0.0 0.0 0.0
Cl 1.25984 5.58522 -7.59942 0.0 0.0 0.0
C 1.98951 4.51306 -6.37446 -0.1 0.0 0.0
C 2.95169 3.53523 -6.99293 0.1 0.0 0.1
Cl 2.12813 2.32496 -8.01662 0.0 0.0 0.0
H 1.18180 4.00827 -5.85012 0.0 0.0 0.0
H 2.52360 5.14759 -5.66952 0.0 0.0 0.0
H 3.47025 2.98445 -6.20979 0.0 0.0 0.0
H 3.68237 4.04241 -7.61703 0.0 0.0 0.0
```
Positions in Å, forces in eV/Å.

For the calculated total energy, the calculation gives -11400.1109 Eh.